This record from the OMol25 dataset describes a 2-piece molecular cluster, C5H7NO2 overall. The level of theory is ωB97M-V/def2-TZVPD.

The geometry in XYZ format:
```
15
C5H7NO2, DFT ωB97M-V/def2-TZVPD
C 0.168 1.799 0.038
C -0.050 0.287 -0.081
C -1.163 -0.511 -0.058
C -0.852 -1.817 -0.019
C 1.000 -0.534 -0.025
H 1.123 2.157 -0.171
H 0.131 2.420 1.035
H -0.433 2.368 -0.663
H -2.632 0.877 0.788
H -1.384 -2.826 0.445
H 1.012 -2.695 -0.622
H 2.542 0.596 -0.314
N 0.528 -1.814 0.131
O -2.384 0.015 -0.323
O 2.393 -0.320 -0.161
```

Summary:
Multiplicity: 1
HOMO, eV: -7.914
E_tot, eV: -10878.4070
ΔE to the lowest compared entry with this formula, charge and spin, kcal per mole: 120.2
F_max, eV/Å: 6.86


This record from the OMol25 dataset describes a 2-piece molecular cluster, C3H10N2 overall. The level of theory is ωB97M-V/def2-TZVPD.

The geometry in XYZ format:
```
15
C3H10N2, DFT ωB97M-V/def2-TZVPD
C 2.218 0.430 0.297
C 2.149 1.401 -0.580
H 2.628 0.548 1.263
H 1.755 -0.594 -0.014
H 2.538 2.470 -0.478
H 1.483 1.357 -1.524
N -1.124 -1.886 0.298
C -1.168 -0.482 0.662
N -1.720 0.564 -0.340
H -2.040 -2.218 0.183
H -0.497 -1.941 -0.510
H -1.792 -0.149 1.492
H -0.129 -0.167 0.860
H -1.588 0.345 -1.297
H -2.714 0.320 -0.312
```

Summary:
Multiplicity: 1
HOMO, eV: -9.224
E_tot, eV: -6251.3668
Structure (SMILES): C=C.NCN
ΔE to the lowest compared entry with this formula, charge and spin, kcal per mole: 47.5
F_max, eV/Å: 3.62


This record from the OMol25 dataset describes C12H17IKN3S3SbSe3 as an isolated structure. The level of theory is ωB97M-V/def2-TZVPD.

The geometry in XYZ format:
```
41
C12H17IKN3S3SbSe3, DFT ωB97M-V/def2-TZVPD
K 0.216 -1.861 1.047
C -3.312 2.295 -1.395
Se -4.465 0.915 -0.652
C -3.627 0.842 1.113
C -3.985 -0.438 1.851
Se -3.055 -2.024 1.148
C -3.947 -3.219 2.388
H -3.498 2.319 -2.467
H -2.266 2.054 -1.206
H -3.530 3.271 -0.965
H -3.969 1.708 1.680
H -2.552 0.948 0.955
H -5.063 -0.616 1.812
H -3.696 -0.341 2.900
H -3.866 -2.827 3.400
H -3.420 -4.166 2.336
H -4.989 -3.330 2.092
S -0.799 -4.221 3.882
Sb -0.178 -5.313 1.944
S -1.300 -4.406 0.133
S 2.116 -5.040 1.644
Se 0.293 2.046 0.388
C 1.317 3.091 -0.801
C 1.996 2.553 -1.907
C 2.723 3.365 -2.757
N 2.849 4.689 -2.625
C 2.207 5.206 -1.572
C 1.459 4.482 -0.665
H 1.939 1.488 -2.099
H 3.237 2.917 -3.604
H 2.297 6.283 -1.444
H 0.976 4.989 0.161
I 6.493 -0.815 -2.216
C 4.871 -1.538 -1.198
C 4.664 -2.836 -0.781
N 3.484 -2.846 -0.153
N 2.904 -1.642 -0.131
C 3.737 -0.830 -0.766
H 5.259 -3.727 -0.884
H 2.983 -3.642 0.291
H 3.496 0.215 -0.878
```

Summary:
Net charge: -2
Multiplicity: 2
HOMO (spin up / spin down), eV: -1.685 / -2.249
E_tot, eV: -276701.6249
<S²>: 0.760
ΔE to the lowest compared entry with this formula, charge and spin, kcal per mole: 7.0
F_max, eV/Å: 0.56


This record from the OMol25 dataset describes C39H40Cl3FeGe2N3O as an isolated structure. The level of theory is ωB97M-V/def2-TZVPD.

The geometry in XYZ format:
```
89
C39H40Cl3FeGe2N3O, DFT ωB97M-V/def2-TZVPD
Fe 1.201 0.188 -0.485
C 4.040 1.110 1.576
C 2.731 1.382 2.236
C 2.683 1.786 3.574
C 1.488 2.186 4.130
C 0.356 2.257 3.325
C 0.471 1.835 2.017
N 1.612 1.335 1.504
C -0.574 2.076 1.012
C -1.351 3.232 1.027
C -2.101 3.538 -0.098
C -2.060 2.695 -1.201
C -1.324 1.525 -1.110
N -0.625 1.226 -0.017
C -1.258 0.543 -2.193
C -2.317 0.344 -3.052
C -2.168 -0.590 -4.074
C -0.973 -1.264 -4.188
C 0.057 -1.034 -3.267
C 1.334 -1.789 -3.408
N -0.100 -0.147 -2.275
H 4.659 2.006 1.649
H 3.918 0.868 0.522
H 4.579 0.299 2.059
H 3.598 1.794 4.151
H 1.440 2.484 5.169
H -0.579 2.633 3.714
H -1.308 3.906 1.870
H -2.677 4.452 -0.132
H -2.572 2.953 -2.116
H -3.243 0.884 -2.916
H -2.976 -0.777 -4.769
H -0.805 -1.982 -4.979
H 1.691 -1.731 -4.437
H 1.179 -2.843 -3.172
H 2.116 -1.405 -2.760
Cl 2.672 -3.845 -1.034
Ge 2.857 -1.892 -0.171
Cl 4.461 -0.959 -1.369
Cl 3.758 -2.289 1.756
C -0.187 -0.765 5.427
C 0.855 -1.156 4.595
C 0.634 -1.310 3.238
C -0.634 -1.077 2.703
C -1.680 -0.684 3.545
C -1.452 -0.532 4.905
Ge -1.068 -1.481 0.885
C -2.846 -0.983 0.329
C -3.485 0.197 0.723
C -4.806 0.432 0.393
C -5.520 -0.513 -0.340
C -4.907 -1.695 -0.722
C -3.580 -1.931 -0.390
C -0.545 -3.189 0.212
C -0.852 -3.631 -1.077
C -0.648 -4.952 -1.426
C -0.125 -5.844 -0.493
C 0.197 -5.411 0.784
C -0.001 -4.086 1.136
H -0.016 -0.656 6.490
H 1.836 -1.354 5.006
H 1.452 -1.628 2.602
H -2.679 -0.528 3.158
H -2.267 -0.249 5.558
H -2.960 0.940 1.312
H -5.289 1.344 0.717
H -6.555 -0.330 -0.595
H -5.463 -2.445 -1.269
H -3.138 -2.875 -0.676
H -1.286 -2.950 -1.800
H -0.900 -5.297 -2.420
H 0.032 -6.878 -0.767
H 0.605 -6.103 1.507
H 0.247 -3.763 2.141
C 2.446 1.533 -3.809
C 3.020 2.183 -2.576
O 2.056 2.192 -1.490
C 2.045 3.455 -0.799
C 1.346 4.538 -1.595
H 3.098 1.732 -4.660
H 1.461 1.942 -4.037
H 2.379 0.454 -3.701
H 3.291 3.215 -2.790
H 3.914 1.667 -2.223
H 3.076 3.729 -0.553
H 1.525 3.287 0.139
H 1.884 4.810 -2.502
H 1.257 5.443 -0.993
H 0.343 4.212 -1.873
```

Summary:
Net charge: +2
Multiplicity: 5
HOMO (spin up / spin down), eV: -13.646 / -13.727
E_tot, eV: -232587.8482
<S²>: 6.026
ΔE to the lowest compared entry with this formula, charge and spin, kcal per mole: 8.8
F_max, eV/Å: 1.03


This record from the OMol25 dataset describes a 3-piece molecular cluster, C10H22BF2NO6 overall. The level of theory is ωB97M-V/def2-TZVPD.

The geometry in XYZ format:
```
42
C10H22BF2NO6, DFT ωB97M-V/def2-TZVPD
B -0.332 -4.655 1.628
N -0.209 -3.178 1.328
C 1.079 -2.621 1.506
O 1.942 -2.638 0.706
F 1.243 -2.102 2.727
C -1.266 -2.509 1.890
O -2.245 -3.030 2.324
F -1.110 -1.175 1.829
H -0.740 -5.359 0.769
H -0.007 -5.110 2.673
C 3.196 2.107 1.691
O 3.611 2.528 0.406
C 5.020 2.548 0.242
C 5.511 1.341 -0.524
O 5.316 0.143 0.206
C 4.190 -0.605 -0.221
H 2.118 1.957 1.652
H 3.675 1.169 1.982
H 3.416 2.874 2.441
H 5.519 2.601 1.214
H 5.272 3.453 -0.319
H 6.586 1.448 -0.700
H 5.012 1.287 -1.496
H 4.380 -1.063 -1.199
H 3.295 0.020 -0.286
H 4.021 -1.390 0.506
C -3.788 -0.330 0.151
O -4.452 -0.666 -1.053
C -5.573 0.156 -1.330
C -5.255 1.206 -2.369
O -4.310 2.150 -1.893
C -2.997 1.928 -2.373
H -2.857 -0.885 0.171
H -3.563 0.739 0.201
H -4.389 -0.617 1.020
H -5.935 0.634 -0.415
H -6.369 -0.491 -1.712
H -6.172 1.754 -2.611
H -4.894 0.728 -3.285
H -2.924 2.182 -3.436
H -2.686 0.891 -2.229
H -2.330 2.580 -1.811
```

Summary:
Multiplicity: 1
HOMO, eV: -9.179
E_tot, eV: -30610.4598
Structure (SMILES): BN(C(=O)F)C(=O)F.COCCOC.COCCOC
F_max, eV/Å: 0.95